[1]
ORCA calculation (ωB97M-V with the def2-TZVPD basis set) on a 3-piece molecular cluster, C34H64Br2ClFIN2O8 overall.

As for the energy above the lowest of the compared OMol25 structures with the same formula, charge and spin: 0.0 kcal/mol. The LUMO energy comes out at -0.081 hartree.

```
! RIJCOSX wB97M-V def2-TZVPD def2/J DEFGRID3
* xyz 1 1
C 0.968 0.247 5.878
C 1.770 -0.376 4.724
C 1.080 -1.636 4.188
Br 1.491 -3.046 5.499
C 1.355 -2.045 2.732
C 2.827 -2.608 2.735
C 3.817 -2.862 1.589
C 3.352 -3.223 0.206
Cl 5.032 -1.527 1.486
C 0.500 -3.280 2.286
C -0.735 -3.705 3.074
C -1.682 -4.635 2.306
C -3.095 -4.119 2.261
F -3.938 -5.105 1.789
O 0.341 -3.052 0.878
C 0.196 -1.696 0.510
C 0.772 -1.444 -0.879
C 0.914 -2.647 -1.785
O 0.956 -3.799 -1.495
I 1.136 -2.125 -3.878
C -1.331 -1.505 0.433
C -2.166 -2.045 -0.738
O -2.114 -1.222 -1.879
C -2.197 -3.556 -1.023
N -2.271 -3.857 -2.452
N 0.856 -0.999 1.731
C 2.131 -0.213 1.364
C 1.918 1.087 0.581
C 3.147 1.424 -0.232
Br 4.599 1.966 0.910
C -0.009 0.133 2.288
C -1.276 -0.151 3.108
C -2.356 0.881 2.814
C -1.925 2.315 3.179
C -1.744 3.242 1.994
O -1.502 4.563 2.404
C -0.222 4.706 3.012
H 0.433 1.111 5.510
H 0.243 -0.436 6.285
H 1.613 0.602 6.661
H 2.716 -0.665 5.151
H 1.974 0.408 4.015
H 0.030 -1.566 4.376
H 2.749 -3.569 3.206
H 3.393 -2.042 3.458
H 4.450 -3.673 1.903
H 2.567 -3.957 0.241
H 4.179 -3.695 -0.301
H 3.098 -2.369 -0.396
H 1.088 -4.180 2.240
H -0.357 -4.288 3.894
H -1.314 -2.910 3.519
H -1.754 -5.570 2.841
H -1.315 -4.884 1.326
H -3.417 -3.828 3.252
H -3.217 -3.263 1.608
H 0.142 -0.721 -1.374
H 1.746 -0.980 -0.942
H -1.724 -1.985 1.308
H -1.644 -0.476 0.523
H -3.165 -1.834 -0.379
H -1.481 -1.538 -2.528
H -1.379 -4.098 -0.569
H -3.101 -3.969 -0.606
H -1.458 -3.541 -2.954
H -2.362 -4.852 -2.567
H 2.727 -0.026 2.235
H 2.711 -0.836 0.709
H 1.083 1.025 -0.101
H 1.776 1.907 1.267
H 3.466 0.596 -0.841
H 2.927 2.262 -0.866
H 0.600 0.800 2.863
H -0.373 0.703 1.453
H -1.684 -1.136 2.984
H -1.092 -0.042 4.164
H -2.760 0.776 1.816
H -3.165 0.639 3.485
H -2.718 2.731 3.775
H -1.012 2.264 3.754
H -0.971 2.854 1.330
H -2.664 3.230 1.429
H 0.202 5.644 2.701
H 0.441 3.891 2.749
H -0.324 4.675 4.087
O 1.227 -1.254 -7.226
C 0.282 -0.615 -7.604
O 0.413 0.105 -8.726
C -0.683 0.777 -9.355
C -0.953 2.133 -8.736
C -1.009 -0.559 -6.822
H -1.568 0.141 -9.360
H -0.375 0.895 -10.391
H -1.244 2.050 -7.688
H -1.752 2.641 -9.275
H -0.054 2.747 -8.779
H -0.904 0.168 -6.021
H -1.182 -1.541 -6.388
H -1.883 -0.304 -7.414
O 0.508 4.291 -4.122
C 0.335 4.985 -3.163
O 0.126 4.381 -1.974
C 0.077 5.105 -0.747
C -1.278 5.704 -0.452
C 0.283 6.492 -3.266
H 0.870 5.854 -0.720
H 0.321 4.365 0.017
H -1.569 6.443 -1.198
H -1.253 6.185 0.522
H -2.049 4.935 -0.443
H -0.712 6.782 -3.598
H 1.006 6.803 -4.015
H 0.517 7.017 -2.344
*
```


[2]
ORCA calculation (ωB97M-V with the def2-TZVPD basis set) on a 3-piece molecular cluster, C34H64ClF6N2O7S3 overall.

As for the energy above the lowest of the compared OMol25 structures with the same formula, charge and spin: 0.0 kcal/mol. The LUMO energy comes out at -0.090 hartree.

```
! RIJCOSX wB97M-V def2-TZVPD def2/J DEFGRID3
* xyz 1 1
C 2.709 -1.177 3.838
C 2.737 0.336 3.643
C 3.622 0.776 2.474
C 3.934 2.284 2.502
N 3.935 3.018 1.227
C 2.665 3.658 0.918
C 1.488 2.729 0.543
C 0.226 2.910 1.402
C -1.037 2.414 0.681
N -1.495 1.084 1.223
C -0.548 0.001 0.759
C -0.758 -1.240 1.625
C -0.326 -2.508 0.877
C -1.020 -3.741 1.422
O -1.718 -4.418 0.768
O -0.796 -4.045 2.710
O -2.117 -1.301 2.035
C -2.996 -0.879 0.998
C -4.246 -1.807 1.026
Cl -4.716 -2.106 -0.692
C -5.467 -1.573 1.902
C -5.282 -2.155 3.308
C -2.981 0.701 0.990
C -3.551 1.293 -0.331
F -4.867 0.887 -0.324
C -2.919 0.864 -1.643
C -3.728 1.417 -2.821
S -3.881 1.421 2.485
O -5.202 1.832 2.155
O -3.525 0.543 3.553
C -3.086 3.052 3.061
F -1.770 2.875 3.255
F -3.686 3.173 4.233
C -3.329 4.364 2.216
F -2.151 4.890 1.874
F -4.012 5.239 2.918
F -3.981 4.084 1.088
C 4.720 2.456 0.193
S 6.310 2.717 0.104
S 3.915 1.349 -0.984
C 4.924 -0.144 -0.779
C 4.130 -1.324 -1.349
C 2.977 -1.761 -0.447
H 3.678 -1.546 4.181
H 2.462 -1.692 2.901
H 1.966 -1.471 4.585
H 3.074 0.819 4.569
H 1.710 0.697 3.476
H 3.119 0.516 1.538
H 4.554 0.203 2.504
H 3.181 2.780 3.124
H 4.896 2.447 2.997
H 2.403 4.202 1.833
H 2.814 4.425 0.152
H 1.194 2.862 -0.501
H 1.852 1.707 0.632
H 0.353 2.343 2.335
H 0.085 3.956 1.683
H -1.856 3.127 0.716
H -0.809 2.240 -0.372
H -1.367 1.098 2.241
H 0.465 0.378 0.884
H -0.728 -0.157 -0.304
H -0.180 -1.116 2.550
H 0.761 -2.633 0.953
H -0.568 -2.450 -0.187
H -0.258 -3.381 3.160
H -2.542 -1.141 0.039
H -3.803 -2.761 1.324
H -5.784 -0.535 1.915
H -6.284 -2.117 1.420
H -4.354 -1.829 3.777
H -6.120 -1.876 3.947
H -5.258 -3.248 3.254
H -3.556 2.386 -0.276
H -2.898 -0.225 -1.711
H -1.892 1.230 -1.718
H -3.140 1.362 -3.736
H -4.641 0.836 -2.963
H -4.028 2.456 -2.656
H 5.876 -0.003 -1.292
H 5.131 -0.294 0.283
H 4.814 -2.163 -1.500
H 3.741 -1.060 -2.338
H 3.350 -2.223 0.473
H 2.353 -2.503 -0.955
H 2.342 -0.905 -0.187
C 3.147 -7.253 -3.331
C 3.312 -6.045 -2.428
O 2.415 -4.981 -2.710
C 1.035 -5.281 -2.588
C 0.616 -5.719 -1.195
H 3.256 -6.968 -4.378
H 3.909 -7.996 -3.093
H 2.174 -7.731 -3.207
H 4.302 -5.610 -2.568
H 3.238 -6.344 -1.376
H 0.731 -6.028 -3.329
H 0.529 -4.351 -2.852
H 1.085 -6.658 -0.901
H -0.463 -5.861 -1.155
H 0.888 -4.961 -0.457
C 0.377 3.214 -5.911
C -0.174 2.503 -4.690
O 0.582 2.718 -3.503
C 0.693 4.059 -3.070
C -0.641 4.703 -2.724
H 1.411 2.918 -6.092
H -0.217 2.950 -6.786
H 0.345 4.299 -5.808
H -0.140 1.424 -4.841
H -1.223 2.777 -4.533
H 1.234 4.674 -3.796
H 1.318 4.010 -2.177
H -1.295 4.789 -3.591
H -0.482 5.708 -2.331
H -1.170 4.115 -1.966
*
```


[3]
ORCA calculation (ωB97M-V with the def2-TZVPD basis set) on an isolated ion of composition C34H64ClN2O6S and charge +1.

As for the energy above the lowest of the compared OMol25 structures with the same formula, charge and spin: 0.0 kcal/mol. The LUMO energy comes out at -0.069 hartree.

```
! RIJCOSX wB97M-V def2-TZVPD def2/J DEFGRID3
* xyz 1 1
C -2.514 -2.335 -2.941
H -2.455 -1.296 -2.617
C -1.765 -3.251 -1.977
C -0.309 -2.823 -1.819
C 0.496 -3.777 -0.940
C 1.914 -3.257 -0.700
C 2.650 -4.066 0.367
C 4.163 -3.842 0.362
C 4.576 -2.384 0.556
C 6.089 -2.260 0.739
H 6.366 -2.738 1.681
C 6.583 -0.811 0.749
C 6.613 -0.192 -0.648
C 7.238 1.204 -0.688
C 6.518 2.260 0.153
C 5.047 2.415 -0.225
H 4.963 2.566 -1.303
H 4.506 1.506 0.034
C 4.404 3.596 0.501
C 2.918 3.691 0.315
O 2.268 4.705 0.374
O 2.349 2.490 0.100
C 0.936 2.477 -0.080
C 0.571 1.061 -0.527
O 0.399 0.145 0.498
C -0.350 0.527 1.643
C -0.921 1.945 1.561
C 0.208 2.923 1.210
H 0.940 2.918 2.033
O -0.383 4.180 1.059
H 0.322 4.819 0.856
H -1.310 2.213 2.555
O -1.953 2.039 0.615
H -2.056 2.987 0.432
H 0.341 0.511 2.497
C -1.446 -0.528 1.891
N -2.355 -0.567 0.769
C -3.661 -0.478 0.928
O -4.253 -0.341 1.993
C -4.529 -0.603 -0.342
C -4.474 0.633 -1.249
H -4.514 0.332 -2.295
H -3.557 1.197 -1.089
C -5.719 1.451 -0.878
C -5.453 2.441 0.260
C -4.766 3.709 -0.248
C -4.390 4.637 0.901
H -3.873 5.517 0.527
H -5.279 4.965 1.433
H -3.738 4.132 1.610
H -3.872 3.439 -0.812
H -5.439 4.234 -0.929
H -6.400 2.725 0.725
H -4.827 1.981 1.025
C -6.721 0.357 -0.504
H -7.156 -0.087 -1.403
N -5.917 -0.674 0.182
C -6.513 -2.010 0.174
H -5.887 -2.697 0.741
H -6.611 -2.372 -0.849
H -7.499 -1.977 0.633
H -5.729 -0.402 1.201
H -7.524 0.709 0.143
H -6.086 2.010 -1.740
H -4.263 -1.517 -0.874
H -1.942 -0.572 -0.158
H -2.034 -0.244 2.770
C -0.821 -1.917 2.107
C -0.155 -2.077 3.459
H 0.712 -1.426 3.532
H -0.848 -1.839 4.263
H 0.182 -3.103 3.587
H -0.122 -2.126 1.296
Cl -2.128 -3.140 1.968
S -0.884 1.106 -1.674
C -0.044 0.720 -3.238
H 0.678 1.500 -3.461
H -0.814 0.704 -4.002
H 0.436 -0.251 -3.172
H 1.395 0.665 -1.128
H 0.675 3.185 -0.880
H 4.575 3.498 1.579
H 4.844 4.546 0.192
H 6.596 2.005 1.211
H 7.028 3.216 0.009
H 7.262 1.540 -1.727
H 8.272 1.137 -0.342
H 5.603 -0.151 -1.060
H 7.201 -0.841 -1.301
H 5.943 -0.224 1.409
H 7.595 -0.786 1.158
H 6.594 -2.803 -0.064
H 4.071 -1.973 1.433
H 4.265 -1.803 -0.313
H 4.574 -4.202 -0.584
H 4.604 -4.444 1.160
H 2.461 -5.129 0.198
H 2.248 -3.814 1.352
H 1.865 -2.209 -0.391
H 2.472 -3.303 -1.638
H -0.016 -3.912 0.015
H 0.546 -4.757 -1.418
H 0.157 -2.770 -2.806
H -0.275 -1.823 -1.378
H -1.799 -4.274 -2.356
H -2.248 -3.248 -0.996
H -2.076 -2.401 -3.934
H -3.560 -2.625 -3.021
*
```


[4]
ORCA calculation (ωB97M-V with the def2-TZVPD basis set) on C34H64GeN6O3RbSeSi3 as an isolated structure.

Its expectation value of S² is 0.753. The LUMO energy (alpha / beta) comes out at -0.028 / -0.030 hartree.

```
! RIJCOSX wB97M-V def2-TZVPD def2/J DEFGRID3
* xyz 0 2
Rb -0.412 -0.248 -0.930
C -3.555 0.501 -3.878
C -3.039 1.677 -3.044
N -2.709 1.330 -1.661
C -3.845 1.313 -0.740
C -4.216 -0.082 -0.259
N -3.144 -0.658 0.541
C -3.534 -1.862 1.272
C -3.374 -3.158 0.479
C -1.918 -3.541 0.210
N -1.335 -2.821 -0.918
C -1.621 -3.362 -2.245
C -2.484 -2.440 -3.102
N -1.769 -1.219 -3.464
C -2.465 -0.404 -4.458
H -4.122 0.906 -4.721
H -4.261 -0.092 -3.287
H -3.785 2.484 -3.075
H -2.136 2.063 -3.518
H -1.983 1.951 -1.328
H -4.726 1.769 -1.206
H -3.612 1.920 0.141
H -4.411 -0.730 -1.119
H -5.158 -0.015 0.313
H -2.850 0.034 1.215
H -4.573 -1.787 1.627
H -2.900 -1.926 2.159
H -3.916 -3.089 -0.471
H -3.850 -3.958 1.051
H -1.850 -4.628 0.068
H -1.321 -3.296 1.095
H -0.339 -2.731 -0.774
H -2.135 -4.325 -2.164
H -0.687 -3.546 -2.785
H -3.385 -2.170 -2.544
H -2.807 -3.000 -3.993
H -0.854 -1.474 -3.820
H -2.920 -1.038 -5.232
H -1.725 0.228 -4.957
C 5.788 1.308 -4.543
O 6.127 0.145 -3.807
C 5.181 -0.363 -2.978
C 5.626 -1.432 -2.159
C 4.755 -1.963 -1.258
C 3.419 -1.507 -1.109
C 2.607 -1.999 -0.024
C 3.110 -3.186 0.777
O 1.516 -1.505 0.311
C 2.926 -0.514 -2.038
O 1.705 -0.189 -2.113
C 3.887 0.084 -2.924
H 6.701 1.640 -5.028
H 5.414 2.096 -3.886
H 5.033 1.091 -5.304
H 6.647 -1.779 -2.252
H 5.119 -2.755 -0.616
H 4.077 -2.979 1.239
H 3.230 -4.060 0.131
H 2.388 -3.409 1.554
H 3.518 0.874 -3.565
Se -0.110 4.668 -0.545
N 0.117 3.110 -1.358
C 0.222 3.386 -2.649
C 0.459 2.404 -3.670
C 0.539 2.820 -4.953
C 0.396 4.207 -5.320
C 0.186 5.169 -4.396
C 0.099 4.786 -3.015
N -0.092 5.631 -2.020
H 0.610 1.367 -3.391
H 0.725 2.093 -5.735
H 0.474 4.480 -6.366
H 0.092 6.214 -4.662
C 3.832 -0.123 2.170
Si 2.392 0.934 2.698
C 2.262 2.404 1.548
C 2.808 1.526 4.424
Ge 0.281 -0.207 2.608
Si -1.321 1.470 3.332
C -0.807 2.270 4.951
C -3.124 0.991 3.624
C -1.369 2.829 2.034
Si 0.145 -1.915 4.306
C -1.603 -2.546 4.572
C 0.755 -1.278 5.958
C 1.139 -3.450 3.912
H 4.761 0.420 2.369
H 3.796 -0.357 1.103
H 3.862 -1.064 2.730
H 3.246 2.850 1.368
H 1.610 3.177 1.968
H 1.851 2.091 0.582
H 3.765 2.059 4.384
H 2.925 0.682 5.107
H 2.062 2.199 4.848
H -0.836 1.555 5.777
H -1.509 3.080 5.181
H 0.197 2.694 4.907
H -3.246 0.047 4.153
H -3.719 0.938 2.711
H -3.562 1.777 4.248
H -0.515 3.502 2.155
H -2.285 3.423 2.110
H -1.320 2.401 1.026
H -2.344 -1.753 4.638
H -1.638 -3.115 5.507
H -1.896 -3.221 3.761
H 0.174 -0.417 6.299
H 1.804 -0.977 5.917
H 0.657 -2.074 6.703
H 0.818 -3.879 2.959
H 0.971 -4.199 4.693
H 2.213 -3.252 3.854
*
```


Sequential largest force on an atom output: 3.4, 2.1, 1.0, 1.5 eV Å⁻¹
Sequential energy output: -219072.490, -114932.411, -74916.766, -197531.616 eV